{"formula": "C29H25N5S2V", "method": "the ωB97M-V functional and the def2-TZVPD basis", "gap_ev": [2.82, 2.83], "charge": 3, "max_force_ev_per_a": 2.47, "lumo_ev": [-12.103, -12.089], "relative_energy_kcal_mol": 36.7, "species": ["V", "C", "S", "C", "S", "N", "N", "C", "C", "C", "C", "C", "C", "N", "H", "H", "H", "H", "H", "H", "H", "H", "C", "C", "C", "C", "C", "C", "C", "C", "C", "C", "C", "C", "C", "C", "C", "N", "H", "H", "H", "H", "H", "H", "H", "H", "H", "H", "N", "C", "C", "C", "C", "C", "C", "H", "H", "H", "H", "H", "H", "H"], "coordinates": [[-0.05808, 1.48385, -0.36729], [-3.98796, 2.51074, 3.09157], [-4.49506, 1.86518, 1.48065], [-3.04090, 1.70305, 0.61279], [-1.45484, 2.11559, 1.29864], [-3.13248, 1.28756, -0.61134], [-1.93089, 1.26247, -1.24182], [-1.91664, 0.95881, -2.49477], [-0.60516, 1.03297, -3.12976], [-0.30588, 0.65858, -4.41367], [1.01751, 0.77573, -4.85227], [1.98696, 1.29734, -4.00589], [1.61392, 1.69297, -2.73712], [0.34827, 1.53020, -2.29259], [-4.92190, 2.77967, 3.58219], [-3.38191, 3.40643, 2.98186], [-3.48397, 1.74984, 3.68310], [-2.83437, 0.70860, -3.01554], [-1.08400, 0.27463, -5.06169], [1.28194, 0.47083, -5.85809], [3.01293, 1.41514, -4.32653], [2.31971, 2.14773, -2.05656], [1.68528, 5.11937, 1.07018], [2.53348, 4.50447, 1.99775], [2.65520, 3.12085, 2.06999], [1.91743, 2.31903, 1.21301], [1.00195, 2.95926, 0.32497], [0.89454, 4.34974, 0.23894], [2.08529, 0.85278, 1.11233], [3.15671, 0.15125, 1.62510], [3.32495, -1.17908, 1.28096], [2.44573, -1.82577, 0.39830], [2.65989, -3.14698, -0.06589], [1.80249, -3.70108, -0.97350], [0.68514, -2.96944, -1.42798], [0.43969, -1.69551, -0.97266], [1.32923, -1.10445, -0.07506], [1.16633, 0.21695, 0.32716], [1.62693, 6.19889, 1.02156], [3.12212, 5.11867, 2.66799], [3.33680, 2.68377, 2.78877], [0.19948, 4.81860, -0.44456], [3.87975, 0.65195, 2.25250], [4.17849, -1.72638, 1.66716], [3.52303, -3.69686, 0.29253], [1.97200, -4.70403, -1.34339], [0.00250, -3.42475, -2.13457], [-0.45540, -1.17284, -1.29259], [-1.22285, -1.35794, 2.25790], [-1.59830, -2.51274, 1.57275], [-2.62889, -2.46351, 0.62751], [-2.98466, -3.60648, -0.06819], [-2.31621, -4.80749, 0.16195], [-1.28897, -4.85181, 1.10256], [-0.92579, -3.71460, 1.80109], [-0.69108, -1.50932, 3.10327], [-1.94557, -0.66307, 2.37199], [-3.16964, -1.53310, 0.46660], [-3.80573, -3.57421, -0.77448], [-2.61391, -5.70541, -0.36363], [-0.78414, -5.78924, 1.30545], [-0.14050, -3.75743, 2.55035]], "forces_ev_per_a": [[0.33, 1.49, 1.94], [0.08, -0.04, -0.02], [-0.09, 0.05, 0.16], [-0.04, -0.16, 0.03], [0.00, -0.17, -0.67], [0.31, 0.00, -0.12], [-0.01, -0.07, 0.05], [0.14, 0.06, -0.07], [-0.04, 0.08, 0.22], [0.02, -0.06, -0.22], [-0.03, -0.01, -0.06], [-0.14, 0.05, -0.12], [-0.16, -0.15, 0.03], [0.32, -0.03, -0.52], [-0.01, -0.02, -0.01], [-0.04, 0.03, 0.01], [-0.01, 0.01, 0.00], [-0.01, 0.00, -0.03], [0.04, 0.02, -0.02], [-0.02, 0.00, 0.03], [-0.02, 0.04, -0.01], [0.03, -0.04, 0.08], [-0.08, 0.02, -0.09], [0.03, -0.01, 0.02], [0.02, 0.00, 0.05], [-0.11, -0.19, -0.20], [-0.51, -0.63, -0.64], [0.02, 0.04, 0.21], [-0.10, -0.18, -0.12], [0.02, 0.13, 0.14], [-0.01, -0.22, -0.07], [0.22, 0.02, 0.15], [0.06, -0.07, 0.02], [-0.04, -0.02, -0.03], [0.01, -0.08, 0.09], [-0.10, 0.04, 0.00], [-0.18, 0.33, 0.11], [0.16, -0.39, -0.21], [0.02, -0.01, 0.01], [-0.02, 0.00, -0.01], [-0.01, 0.02, -0.04], [-0.05, 0.00, -0.02], [0.02, -0.04, -0.02], [-0.02, 0.02, 0.00], [-0.06, 0.03, 0.01], [-0.02, 0.04, 0.02], [0.00, -0.01, 0.05], [-0.06, -0.03, 0.03], [0.52, 0.71, -0.07], [-0.23, -0.40, -0.22], [0.27, 0.11, 0.15], [0.09, -0.30, -0.05], [0.03, 0.10, 0.01], [-0.15, -0.13, -0.26], [-0.02, 0.29, 0.00], [-0.22, -0.03, 0.05], [-0.07, -0.24, 0.18], [-0.02, -0.04, 0.04], [0.03, 0.00, 0.02], [0.01, 0.03, 0.02], [-0.03, 0.04, -0.01], [-0.06, -0.02, -0.01]]}



{"formula": "C29H25N7O3SSc", "method": "the ωB97M-V functional and the def2-TZVPD basis", "gap_ev": 7.75, "charge": 1, "max_force_ev_per_a": 0.15, "lumo_ev": -2.738, "relative_energy_kcal_mol": 0.0, "species": ["Sc", "O", "C", "C", "C", "C", "C", "C", "C", "O", "N", "N", "C", "C", "C", "C", "C", "C", "C", "O", "H", "H", "H", "H", "H", "H", "H", "H", "H", "H", "N", "C", "H", "S", "C", "C", "C", "N", "C", "C", "C", "C", "C", "N", "C", "C", "H", "H", "H", "H", "H", "H", "H", "H", "C", "N", "C", "C", "N", "C", "H", "H", "H", "H", "H", "H"], "coordinates": [[0.82797, 1.16673, 0.03945], [-0.10051, 5.16811, 1.48440], [-0.79071, 4.81844, 2.59091], [-1.56122, 5.80990, 3.19905], [-2.30333, 5.52503, 4.32666], [-2.29715, 4.24092, 4.87211], [-1.54316, 3.25636, 4.27072], [-0.78091, 3.51893, 3.12485], [-0.05714, 2.41778, 2.46044], [0.71201, 2.70595, 1.42730], [-0.26659, 1.19183, 2.85072], [0.39666, 0.32453, 1.98912], [0.75134, -0.82513, 2.43115], [1.59671, -1.73124, 1.68028], [1.69247, -3.06669, 2.09415], [2.54604, -3.94980, 1.47230], [3.36229, -3.48888, 0.43820], [3.30970, -2.17258, 0.02838], [2.41896, -1.27128, 0.62225], [2.36563, -0.01571, 0.19453], [0.40391, 4.37742, 1.20899], [-1.54183, 6.80211, 2.76703], [-2.88634, 6.30912, 4.79254], [-2.86856, 4.02100, 5.76349], [-1.52097, 2.25438, 4.67753], [0.45039, -1.10338, 3.44039], [1.07739, -3.39950, 2.92233], [2.60253, -4.97883, 1.79893], [4.05887, -4.16609, -0.04020], [3.96145, -1.80515, -0.75453], [2.44127, 3.64143, -2.09006], [1.94623, 2.82484, -1.44971], [2.87579, 4.37197, -2.62170], [-1.04501, -4.59403, -3.02909], [-0.55226, -3.02353, -2.44151], [0.69493, -2.44298, -2.65420], [0.96263, -1.21569, -2.09073], [0.08029, -0.51845, -1.35954], [-1.13549, -1.06804, -1.19212], [-1.48728, -2.29575, -1.69979], [0.49557, -5.26723, -3.61438], [1.40794, -5.80464, -2.71834], [2.59080, -6.32446, -3.22592], [2.88822, -6.34079, -4.52236], [1.99673, -5.83609, -5.36947], [0.78481, -5.28596, -4.96889], [1.46304, -2.94551, -3.22349], [1.94400, -0.77268, -2.20099], [-1.84473, -0.49407, -0.61405], [-2.47435, -2.69329, -1.50505], [1.20521, -5.81745, -1.65555], [3.32889, -6.75363, -2.55753], [2.25765, -5.86756, -6.42104], [0.09194, -4.88672, -5.69698], [-4.12566, 3.73025, 1.05372], [-3.09468, 3.11914, 0.22384], [-2.68808, 3.53451, -1.01871], [-1.62482, 2.75400, -1.34754], [-1.36955, 1.86930, -0.31780], [-2.28541, 2.12164, 0.60302], [-5.01744, 3.91168, 0.45872], [-3.75722, 4.66561, 1.47223], [-4.37012, 3.05161, 1.86644], [-3.18634, 4.32815, -1.54726], [-1.04756, 2.76068, -2.25716], [-2.36587, 1.62945, 1.55950]], "forces_ev_per_a": [[0.00, 0.02, 0.15], [-0.05, 0.03, 0.01], [0.01, -0.04, -0.04], [0.00, 0.04, 0.00], [0.02, -0.02, -0.02], [-0.01, 0.01, 0.01], [0.01, 0.00, 0.01], [0.01, -0.01, 0.05], [0.05, -0.02, -0.03], [-0.01, -0.06, -0.04], [-0.01, 0.05, 0.00], [0.06, 0.00, -0.07], [-0.04, -0.02, 0.08], [0.02, 0.06, -0.07], [-0.01, -0.02, 0.02], [0.01, -0.01, -0.01], [-0.01, 0.00, 0.02], [0.04, 0.00, -0.01], [0.00, -0.05, 0.09], [-0.01, 0.04, -0.05], [0.03, -0.02, 0.01], [-0.01, 0.00, 0.02], [0.00, 0.00, 0.00], [0.00, 0.01, -0.01], [0.00, 0.00, -0.01], [-0.01, -0.01, 0.00], [0.00, 0.01, 0.00], [0.00, 0.00, 0.00], [0.00, 0.00, 0.00], [-0.01, 0.00, 0.00], [0.01, 0.01, 0.03], [-0.07, 0.00, -0.02], [0.03, -0.01, 0.01], [0.01, -0.05, -0.04], [-0.04, 0.03, 0.05], [0.02, -0.03, -0.02], [0.02, 0.05, 0.01], [-0.12, -0.09, -0.04], [0.04, -0.02, -0.04], [0.01, -0.01, -0.02], [-0.05, 0.05, 0.01], [0.05, -0.01, 0.00], [-0.05, 0.01, 0.01], [0.01, 0.01, -0.04], [0.00, -0.01, 0.04], [0.02, -0.01, -0.02], [0.01, 0.00, 0.00], [0.00, -0.01, -0.02], [-0.01, 0.02, 0.01], [0.01, 0.00, 0.00], [0.00, 0.00, 0.00], [0.00, 0.01, -0.01], [0.01, -0.01, 0.01], [-0.01, 0.01, 0.02], [-0.02, 0.00, -0.02], [-0.03, -0.03, 0.04], [0.00, 0.02, 0.00], [-0.06, -0.03, 0.01], [0.07, 0.06, -0.04], [0.00, 0.05, -0.03], [0.01, 0.00, -0.01], [0.01, 0.00, 0.00], [0.01, -0.01, 0.00], [0.01, 0.00, 0.01], [0.00, -0.01, 0.00], [-0.01, 0.00, -0.02]]}



no.,E (Eh)
1,-3133.2246
2,-2887.9977